Here is a structure of composition C25H18AsNO5Pt at a distorted geometry from the OMol25 dataset. Energies are from the ωB97M-V functional and the def2-TZVPD basis.

gap between HOMO and LUMO	8.46	eV
HOMO	-0.312	Ha
energy above the lowest of the compared OMol25 structures with the same formula, charge and spin	0.642	eV
E	-102030.249	eV
net charge	0
strongest force on any atom	0.020	Eh/bohr

Atoms and positions in Å:
Pt  1.555  -0.037  1.655
O  3.578  -1.658  4.745
C  3.114  -1.163  3.742
O  1.868  -1.152  3.373
C  4.077  -0.485  2.753
C  5.450  -0.337  2.833
C  6.102  0.316  1.795
C  5.398  0.816  0.699
C  4.031  0.642  0.669
N  3.453  -0.005  1.689
C  3.047  1.088  -0.414
O  3.413  1.715  -1.376
O  1.806  0.685  -0.193
H  5.973  -0.727  3.695
H  7.175  0.448  1.841
H  5.883  1.336  -0.116
O  -0.408  0.664  1.341
As  -1.201  0.255  -0.076
C  -1.023  1.568  -1.450
C  -1.752  2.739  -1.263
C  -1.657  3.763  -2.192
C  -0.840  3.614  -3.304
C  -0.104  2.451  -3.480
C  -0.185  1.427  -2.549
C  -0.731  -1.531  -0.586
C  -0.488  -1.959  -1.884
C  -0.141  -3.284  -2.114
C  -0.035  -4.171  -1.053
C  -0.290  -3.744  0.243
C  -0.645  -2.425  0.480
C  -3.063  0.170  0.368
C  -3.999  -0.228  -0.580
C  -5.337  -0.302  -0.229
C  -5.734  0.024  1.063
C  -4.797  0.422  2.005
C  -3.453  0.496  1.660
H  -2.398  2.852  -0.400
H  -2.218  4.677  -2.045
H  -0.765  4.414  -4.029
H  0.557  2.349  -4.330
H  0.455  0.563  -2.651
H  -0.574  -1.281  -2.722
H  0.050  -3.619  -3.125
H  0.247  -5.200  -1.235
H  -0.205  -4.432  1.074
H  -0.838  -2.092  1.494
H  -3.690  -0.481  -1.588
H  -6.071  -0.615  -0.960
H  -6.780  -0.036  1.335
H  -5.109  0.672  3.010
H  -2.703  0.797  2.382

---

Here is an isolated molecule of C10H18 at a distorted geometry from the OMol25 dataset. Energies are from the ωB97M-V functional and the def2-TZVPD basis.

gap between HOMO and LUMO	10.35	eV
HOMO	-0.345	Ha
energy above the lowest of the compared OMol25 structures with the same formula, charge and spin	0.704	eV
E	-10660.461	eV
net charge	0
strongest force on any atom	0.069	Eh/bohr

Atoms and positions in Å:
C  -2.292  -0.575  -2.641
C  -1.066  -0.195  -2.275
C  -0.288  -0.772  -0.997
C  0.050  -2.063  -1.061
C  -0.276  0.201  0.145
C  -0.187  1.683  -0.269
C  -1.536  -0.005  1.005
C  1.126  -0.186  1.082
C  2.430  0.164  0.364
C  1.101  0.473  2.463
H  -2.742  -0.225  -3.567
H  -2.889  -1.247  -2.029
H  -0.503  0.507  -2.887
H  -0.117  -2.641  -1.964
H  0.531  -2.588  -0.245
H  -1.128  2.033  -0.708
H  0.000  2.326  0.596
H  0.610  1.856  -0.998
H  -1.582  -1.018  1.416
H  -2.445  0.162  0.416
H  -1.568  0.707  1.835
H  1.121  -1.265  1.268
H  3.296  -0.194  0.936
H  2.549  1.247  0.255
H  2.490  -0.290  -0.628
H  1.029  1.562  2.401
H  2.016  0.238  3.021
H  0.268  0.103  3.068

---

Here is a cluster of 5 separate species, C56H93BF5N8O9 in total at a distorted geometry from the OMol25 dataset. Energies are from the ωB97M-V functional and the def2-TZVPD basis.

gap between HOMO and LUMO (alpha / beta)	4.42 / 5.11	eV
multiplicity	5
HOMO (alpha / beta)	-0.358 / -0.383	Ha
E	-104175.882	eV
net charge	+1
⟨S²⟩	6.017
strongest force on any atom	0.072	Eh/bohr

Atoms and positions in Å:
C  11.637  -2.354  -3.099
C  11.080  -1.080  -3.837
O  11.463  0.096  -3.111
C  9.533  -1.131  -4.190
C  8.593  -1.391  -2.979
C  8.113  -2.720  -2.549
B  8.619  -4.010  -3.440
O  7.997  -4.120  -4.713
N  9.631  -4.954  -2.993
C  9.349  -6.220  -3.773
C  9.463  -5.325  -1.552
N  7.294  -3.057  -1.530
N  6.887  -1.971  -0.891
C  5.904  -2.276  0.221
F  5.870  -3.654  0.443
F  6.293  -1.759  1.430
C  4.454  -1.919  -0.221
C  3.711  -2.988  -0.946
C  2.333  -2.798  -1.430
C  1.643  -1.513  -1.250
C  2.394  -0.452  -0.535
C  1.632  0.912  -0.376
F  2.183  1.760  -1.353
F  0.311  0.788  -0.717
F  1.834  1.516  0.831
C  3.755  -0.652  -0.015
C  7.177  -0.682  -1.131
O  6.590  0.329  -0.348
C  7.479  0.809  0.579
N  8.225  0.895  1.449
C  8.088  -0.233  -2.199
C  8.409  1.257  -2.463
C  7.504  1.910  -3.587
O  7.888  1.941  -4.724
O  6.298  2.430  -3.141
H  11.599  -3.241  -3.795
H  11.006  -2.579  -2.183
H  12.704  -2.189  -2.802
H  11.619  -1.026  -4.831
H  11.434  -0.157  -2.165
H  9.348  -1.804  -5.076
H  9.274  -0.091  -4.563
H  7.566  -3.266  -4.914
H  8.244  -6.462  -3.740
H  9.695  -6.122  -4.837
H  9.875  -7.107  -3.325
H  9.776  -4.464  -0.903
H  8.412  -5.683  -1.342
H  10.135  -6.206  -1.360
H  4.161  -3.994  -1.162
H  1.820  -3.645  -1.938
H  0.603  -1.392  -1.626
H  4.279  0.182  0.507
H  8.344  1.928  -1.566
H  9.469  1.334  -2.839
H  5.716  2.355  -3.932
C  -1.411  5.451  1.361
C  -2.006  4.045  1.139
C  -1.354  3.363  -0.079
C  -1.864  3.870  -1.421
C  -3.386  3.793  -1.473
C  -4.057  4.530  -0.302
N  -3.492  4.139  1.027
O  -3.993  2.945  1.332
C  -3.921  6.054  -0.530
C  -5.578  4.288  -0.379
C  -1.540  3.274  2.394
H  -1.676  6.183  0.604
H  -1.726  5.857  2.326
H  -0.318  5.411  1.367
H  -1.537  2.283  -0.034
H  -0.268  3.485  -0.040
H  -1.514  4.890  -1.600
H  -1.443  3.259  -2.225
H  -3.734  4.204  -2.425
H  -3.683  2.738  -1.469
H  -4.179  6.610  0.376
H  -4.599  6.394  -1.316
H  -2.931  6.360  -0.865
H  -5.837  3.228  -0.355
H  -5.987  4.680  -1.313
H  -6.096  4.790  0.443
H  -2.003  3.673  3.300
H  -0.457  3.360  2.512
H  -1.764  2.207  2.339
C  3.351  -3.515  5.896
C  4.485  -3.183  6.889
C  4.103  -1.976  7.768
C  4.227  -0.633  7.062
C  5.618  -0.478  6.454
C  5.989  -1.640  5.518
N  5.764  -2.980  6.143
O  6.764  -3.193  6.998
C  5.176  -1.503  4.209
C  7.448  -1.452  5.054
C  4.510  -4.425  7.808
H  3.204  -2.781  5.109
H  3.533  -4.478  5.409
H  2.393  -3.590  6.416
H  4.745  -1.953  8.656
H  3.081  -2.093  8.139
H  3.451  -0.531  6.298
H  4.054  0.173  7.781
H  5.671  0.472  5.915
H  6.350  -0.406  7.267
H  5.235  -2.418  3.614
H  5.568  -0.693  3.588
H  4.129  -1.248  4.368
H  8.152  -1.403  5.886
H  7.560  -0.515  4.503
H  7.755  -2.264  4.389
H  4.822  -5.318  7.260
H  3.514  -4.618  8.213
H  5.175  -4.299  8.664
C  -4.429  -1.391  -2.995
C  -4.844  -2.565  -2.083
C  -6.378  -2.698  -2.030
C  -7.058  -1.667  -1.140
C  -6.438  -1.675  0.254
C  -4.913  -1.473  0.225
N  -4.225  -2.396  -0.733
O  -4.174  -3.600  -0.163
C  -4.614  0.002  -0.125
C  -4.371  -1.618  1.663
C  -4.307  -3.798  -2.844
H  -4.664  -0.406  -2.606
H  -3.351  -1.413  -3.189
H  -4.934  -1.458  -3.963
H  -6.646  -3.695  -1.661
H  -6.794  -2.629  -3.040
H  -6.995  -0.673  -1.592
H  -8.124  -1.899  -1.063
H  -6.909  -0.898  0.861
H  -6.679  -2.629  0.739
H  -3.558  0.139  -0.377
H  -4.825  0.658  0.723
H  -5.228  0.392  -0.936
H  -4.613  -2.583  2.109
H  -4.809  -0.860  2.316
H  -3.286  -1.487  1.687
H  -3.214  -3.798  -2.880
H  -4.670  -3.796  -3.874
H  -4.633  -4.740  -2.400
C  -10.540  4.009  0.515
C  -9.966  3.061  -0.559
C  -9.434  3.861  -1.763
C  -10.524  4.375  -2.694
C  -11.437  3.232  -3.127
C  -12.033  2.465  -1.934
N  -10.995  2.049  -0.939
O  -10.354  0.997  -1.447
C  -13.113  3.348  -1.265
C  -12.837  1.263  -2.473
C  -8.742  2.442  0.151
H  -11.461  4.512  0.235
H  -10.738  3.468  1.444
H  -9.826  4.804  0.749
H  -8.756  3.231  -2.351
H  -8.832  4.706  -1.415
H  -11.095  5.171  -2.208
H  -10.065  4.827  -3.578
H  -12.237  3.629  -3.756
H  -10.862  2.547  -3.761
H  -13.400  2.945  -0.290
H  -14.019  3.385  -1.874
H  -12.815  4.388  -1.146
H  -12.232  0.592  -3.085
H  -13.656  1.603  -3.110
H  -13.273  0.686  -1.654
H  -9.046  1.816  0.994
H  -8.089  3.225  0.543
H  -8.130  1.836  -0.520

---

Here is a cluster of 7 separate species, C12H41N3O7 in total at a distorted geometry from the OMol25 dataset. Energies are from the ωB97M-V functional and the def2-TZVPD basis.

gap between HOMO and LUMO	9.49	eV
HOMO	-0.338	Ha
energy above the lowest of the compared OMol25 structures with the same formula, charge and spin	0.506	eV
E	-31910.636	eV
net charge	0
strongest force on any atom	0.020	Eh/bohr

Atoms and positions in Å:
C  2.270  1.892  0.389
O  1.772  3.192  0.611
C  2.792  4.179  0.593
C  3.706  4.197  1.829
C  2.878  4.510  3.077
N  4.753  5.209  1.658
H  3.053  1.608  1.108
H  2.621  1.807  -0.641
H  1.491  1.158  0.597
H  3.339  4.204  -0.357
H  2.213  5.109  0.576
H  4.254  3.255  1.907
H  2.295  5.406  2.866
H  3.516  4.636  3.951
H  2.195  3.698  3.326
H  5.272  5.061  0.798
H  4.281  6.103  1.515
C  3.613  -4.882  0.206
O  2.462  -4.556  0.938
C  2.209  -3.175  0.979
C  0.937  -2.898  1.763
C  -0.248  -3.651  1.173
N  0.625  -1.462  1.695
H  4.458  -4.248  0.500
H  3.461  -4.774  -0.871
H  3.891  -5.910  0.428
H  3.074  -2.654  1.408
H  2.028  -2.802  -0.036
H  1.044  -3.179  2.818
H  -0.129  -4.724  1.312
H  -0.337  -3.429  0.105
H  -1.217  -3.362  1.586
H  1.319  -0.899  2.178
H  -0.261  -1.275  2.148
C  -3.189  -1.516  -0.220
O  -4.122  -0.892  -1.061
C  -5.239  -0.417  -0.344
C  -6.238  0.104  -1.380
C  -5.737  1.282  -2.187
N  -7.494  0.492  -0.692
H  -3.563  -2.327  0.414
H  -2.792  -0.790  0.504
H  -2.350  -1.859  -0.821
H  -5.710  -1.226  0.229
H  -4.969  0.370  0.373
H  -6.444  -0.779  -1.998
H  -5.873  2.218  -1.641
H  -6.318  1.380  -3.106
H  -4.674  1.186  -2.408
H  -8.121  0.881  -1.399
H  -7.991  -0.386  -0.516
O  0.225  1.737  -2.653
H  0.183  0.849  -2.259
H  -0.135  2.319  -1.976
O  3.319  -0.722  -1.886
H  3.154  -0.232  -2.704
H  4.246  -0.977  -1.933
O  0.478  -0.705  -1.074
H  1.418  -0.888  -1.223
H  0.290  -1.045  -0.158
O  -0.440  -1.809  -3.663
H  -1.309  -2.204  -3.540
H  -0.234  -1.387  -2.811

---

Which formula does entry 2 have?
C10H18